Entry 1:
Density functional theory data (ωB97M-V/def2-TZVPD) for the ion C10H12ClN3S with charge +2.

Its charge is +2. The calculation puts the HOMO energy (spin up / spin down) at -0.568 / -0.575 hartree. Its frontier orbital gap (spin up / spin down) is 0.231 / 0.213 Ha. Its energy above the lowest of the compared OMol25 structures with the same formula, charge and spin is 0.3769 eV. As for the structure (SMILES): Cc1ccc(S/N=C/[NH+]=C\[NH+]=C/Cl)cc1. Its LUMO energy (spin up / spin down) is -9.2 / -9.9 eV.

XYZ file:
```
27
Properties=species:S:1:pos:R:3:forces:R:3:mulliken_charge:R:1
C -4.446 0.484 0.019 -3.6 -0.8 -1.8 -1.358
C -3.143 -0.181 -0.062 -0.9 0.6 -0.6 0.796
C -2.900 -1.466 -0.532 1.7 -1.6 0.3 -0.599
C -1.617 -1.971 -0.747 -1.3 -2.0 0.0 -0.500
C -0.489 -1.220 -0.425 -0.2 1.0 0.9 0.867
S 0.984 -2.058 -0.629 -0.9 0.3 -0.1 0.023
N 2.015 -1.138 0.213 1.0 -0.4 0.5 -0.194
C 3.235 -1.557 0.389 -1.5 -0.4 -1.8 -0.217
N 4.068 -0.705 1.012 1.3 2.6 1.1 0.051
C 3.914 0.671 1.117 -0.6 -1.6 -0.4 -0.143
N 3.188 1.284 0.145 0.3 1.0 -1.5 0.004
C 3.181 1.154 -1.178 2.7 -3.2 0.1 -0.036
Cl 4.232 -0.118 -1.936 -1.8 2.3 0.8 -0.011
C -0.749 0.084 0.164 -1.1 -1.1 -1.5 -0.354
C -2.044 0.600 0.226 3.7 0.7 0.6 -0.530
H -4.666 1.057 -0.954 0.6 -1.0 0.8 0.333
H -5.409 -0.231 0.072 2.4 1.5 0.2 0.327
H -4.509 1.331 0.685 0.1 -0.2 0.8 0.396
H -3.588 -2.271 -0.502 -1.4 0.0 -0.5 0.360
H -1.515 -3.103 -0.952 -0.2 2.1 0.0 0.270
H 3.678 -2.448 -0.119 -0.3 0.4 1.0 0.387
H 4.918 -1.072 1.393 0.5 -0.3 0.3 0.267
H 4.339 1.350 1.874 -0.2 -1.0 -0.1 0.390
H 2.713 2.140 0.380 0.0 0.5 0.7 0.308
H 2.817 1.928 -1.798 -0.7 0.4 -0.6 0.446
H 0.063 0.702 0.383 1.1 0.8 0.5 0.385
H -2.038 1.661 0.527 -0.8 -0.7 -0.1 0.333
```
Forces are in eV/Å.

***

Entry 2:
Density functional theory data (ωB97M-V/def2-TZVPD) for a cluster of 2 separate species, C3H9NO2S in total.

The calculation puts the HOMO energy at -0.328 hartree. Its frontier orbital gap is 0.335 Ha. Its energy above the lowest of the compared OMol25 structures with the same formula, charge and spin is 2.4872 eV. As for the structure (SMILES): N[C@H](C=O)CS.O. Its LUMO energy is 0.2 eV.

XYZ file:
```
16
Properties=species:S:1:pos:R:3:forces:R:3:mulliken_charge:R:1
N -1.597 0.770 0.176 2.0 -2.0 3.1 -0.518
C -1.041 -0.472 -0.359 1.6 0.2 -1.1 0.304
C -1.618 -1.842 0.174 0.9 -1.1 0.4 -0.056
O -1.391 -3.002 -0.193 -0.5 3.2 0.2 -0.482
C 0.546 -0.629 -0.193 0.0 0.4 0.0 -0.989
S 1.670 0.674 -0.953 -0.9 -1.0 0.0 -0.186
H -0.960 1.239 0.855 -1.0 -0.4 -1.1 0.217
H -2.085 1.371 -0.412 -0.5 0.8 -1.2 0.209
H -1.042 -0.343 -1.422 -0.8 -0.7 -0.9 0.306
H -2.111 -1.672 1.161 -0.3 -0.1 -0.3 0.320
H 0.732 -0.768 0.874 0.5 0.1 -0.1 0.416
H 0.947 -1.498 -0.743 -0.8 0.0 0.5 0.366
H 1.734 1.540 0.042 -0.2 0.2 0.3 0.119
O 1.130 2.518 1.641 -0.3 0.4 1.8 -0.652
H 1.464 2.196 2.524 -0.6 0.6 -1.3 0.318
H 0.555 3.295 1.834 0.7 -0.8 -0.1 0.307
```
Forces are in eV/Å.

***

Entry 3:
Density functional theory data (ωB97M-V/def2-TZVPD) for a cluster of 2 separate species, C5H13N3O4S in total.

The calculation puts the HOMO energy at -0.354 hartree. Its frontier orbital gap is 0.348 Ha. Its energy above the lowest of the compared OMol25 structures with the same formula, charge and spin is 4.3329 eV. As for the structure (SMILES): CCCCC/N=[N+](/[O-])O.N=S(=O)=O. Its LUMO energy is -0.1 eV.

XYZ file:
```
26
Properties=species:S:1:pos:R:3:forces:R:3:mulliken_charge:R:1
C 0.232 -2.724 0.680 3.8 1.7 1.0 -1.165
C 0.460 -1.371 -0.066 0.1 -0.2 -0.2 -0.297
C 0.938 -0.102 0.677 1.9 -0.6 -1.9 -0.871
C 0.918 1.163 -0.219 -1.3 -1.3 0.5 -0.585
C -0.457 1.745 -0.353 -0.6 2.1 -2.9 -0.700
N -1.344 0.847 -1.011 -2.8 -1.2 0.4 -0.664
N -2.508 0.682 -0.524 2.0 0.9 -0.3 1.219
O -3.332 -0.099 -0.941 -1.0 -1.0 -0.7 -0.726
O -2.904 1.411 0.594 -1.6 0.7 0.6 -0.488
H 0.297 -2.541 1.756 0.0 -0.2 0.1 0.297
H -0.701 -3.027 0.465 -3.2 -1.5 -0.7 0.378
H 1.009 -3.505 0.422 -1.0 0.9 0.2 0.263
H -0.430 -1.089 -0.646 0.3 -0.4 0.2 0.304
H 1.230 -1.629 -0.782 0.2 0.4 -0.6 0.278
H 1.988 -0.218 0.963 0.1 -0.3 -0.1 0.332
H 0.500 0.063 1.603 -1.5 0.4 1.6 0.520
H 1.322 0.971 -1.222 0.1 0.1 0.4 0.312
H 1.388 1.962 0.276 1.6 0.8 0.5 0.339
H -0.377 2.606 -1.137 0.0 -1.0 1.4 0.270
H -0.974 2.153 0.481 0.5 0.4 1.2 0.604
H -3.952 1.441 0.643 2.4 -0.6 -0.6 0.406
N -5.838 0.883 0.266 0.3 0.3 0.7 -0.506
S -5.763 -0.585 0.494 0.0 -1.2 0.3 1.058
O -5.251 -0.849 1.791 0.0 -0.9 0.1 -0.414
O -6.232 -1.636 -0.375 0.5 1.4 0.7 -0.426
H -6.019 1.115 -0.666 -0.6 0.5 -1.9 0.262
```
Forces are in eV/Å.

***

Entry 4:
Density functional theory data (ωB97M-V/def2-TZVPD) for a cluster of 8 separate species, C57H84N10O4 in total.

The calculation puts the HOMO energy at -0.310 hartree. Its frontier orbital gap is 0.281 Ha. Its energy above the lowest of the compared OMol25 structures with the same formula, charge and spin is 0.0000 eV. As for the structure (SMILES): C#Cc1c(CON=O)cc2nc(Cc3cccc(C)c3)c([C@@H](C)CCC)nc2c1COCCOCC.CCCC#N.CCCC#N.CCCC#N.CCCC#N.CCCC#N.CCCC#N.CCCC#N. Its LUMO energy is -0.8 eV.

XYZ file:
```
155
Properties=species:S:1:pos:R:3:forces:R:3:mulliken_charge:R:1
C -6.134 0.483 0.979 0.4 0.2 0.4 -0.005
C -5.008 0.910 1.217 1.4 -1.3 -1.1 -1.046
C -3.461 1.012 1.134 2.2 0.3 1.0 0.258
C -2.760 1.293 -0.205 1.4 -0.5 1.2 0.842
C -3.716 1.456 -1.464 -0.2 1.1 1.2 -0.355
O -2.962 1.531 -2.713 -1.4 0.0 1.9 -0.161
N -2.621 0.225 -3.009 2.5 0.7 -0.9 0.097
O -1.531 0.264 -3.484 -1.3 -1.2 0.0 -0.278
C -1.287 1.372 -0.292 -2.0 -0.5 1.6 -0.809
C -0.370 1.168 0.930 -2.7 0.2 -1.6 0.243
N 1.010 1.232 0.684 -1.3 -0.9 4.9 -0.579
C 1.667 0.992 1.875 0.8 0.5 0.0 0.372
C 3.264 0.973 1.773 -0.7 -1.3 -1.2 0.009
C 3.588 0.005 0.537 0.3 -1.1 -0.9 0.452
C 4.534 0.431 -0.537 -2.0 -3.5 0.0 -0.898
C 4.766 -0.553 -1.663 -1.6 -0.5 2.3 -0.644
C 4.096 -1.901 -1.667 -0.2 1.8 1.8 -0.795
C 3.177 -2.326 -0.563 0.4 2.4 0.5 0.484
C 2.432 -3.724 -0.490 0.7 0.7 0.3 -0.994
C 2.906 -1.354 0.546 2.4 0.8 -2.7 0.400
C 1.045 0.749 3.242 -1.6 0.0 -0.3 -0.012
C 1.906 0.498 4.558 -0.2 -0.2 0.5 0.301
C 2.617 -0.961 4.540 -1.1 0.4 -0.8 -1.145
C 2.915 1.692 4.890 0.1 -0.4 -0.2 -0.810
C 2.774 2.290 6.350 0.7 0.3 0.1 -0.544
C 3.064 1.229 7.523 0.1 0.7 -0.7 -1.024
N -0.324 0.704 3.418 2.4 0.5 -2.7 -0.166
C -1.051 0.896 2.232 -0.6 0.2 -0.8 -0.085
C -2.580 0.814 2.319 -0.3 0.3 -1.7 0.285
C -3.233 0.473 3.711 -0.4 1.0 0.2 -0.970
O -4.011 -0.744 3.737 0.9 0.1 -1.0 -0.409
C -3.359 -1.831 3.057 -0.1 -1.7 0.6 -0.463
C -1.885 -2.155 3.599 -0.2 0.8 -1.5 0.362
O -1.753 -3.584 3.689 1.1 1.2 -0.3 -0.385
C -0.419 -4.026 3.407 0.6 -2.2 -0.7 0.553
C -0.522 -5.516 2.798 0.5 0.2 -0.3 -0.943
H -7.156 0.045 0.813 1.7 1.0 0.3 0.301
H -4.237 2.460 -1.331 0.6 -1.3 -0.4 0.313
H -4.522 0.658 -1.490 1.2 0.8 -0.1 0.317
H -0.817 1.552 -1.303 -0.5 -0.2 1.4 0.521
H 3.754 0.507 2.673 -0.7 0.7 -0.8 -0.006
H 3.700 2.003 1.617 -0.6 -1.1 0.1 0.453
H 5.012 1.445 -0.487 -0.5 -1.3 -0.2 0.348
H 5.448 -0.236 -2.495 -0.8 -0.6 0.9 0.530
H 4.291 -2.605 -2.524 -0.2 0.9 1.1 0.340
H 1.332 -3.624 -0.755 1.4 -0.1 0.1 0.253
H 2.962 -4.496 -1.137 -0.9 1.0 0.8 0.343
H 2.470 -4.041 0.603 0.0 0.2 -1.4 0.243
H 2.199 -1.655 1.372 0.9 0.5 -1.0 -0.350
H 1.185 0.443 5.442 0.5 0.2 -1.5 0.538
H 2.448 -1.371 3.493 0.6 0.2 1.3 0.150
H 2.042 -1.644 5.245 1.0 0.8 -0.8 0.282
H 3.719 -0.904 4.777 -1.3 -0.2 -0.2 0.383
H 2.779 2.500 4.101 0.3 -0.8 1.1 0.333
H 3.983 1.308 4.794 -1.5 0.6 0.0 0.336
H 1.783 2.806 6.507 0.9 -0.7 -0.3 0.374
H 3.583 3.087 6.448 -1.3 -0.9 -0.3 0.203
H 2.183 1.208 8.232 1.1 -0.4 -0.8 0.216
H 3.274 0.238 7.024 -0.4 0.8 1.0 0.292
H 4.001 1.556 8.085 -1.3 -0.6 -0.6 0.320
H -2.508 0.435 4.575 -0.4 0.2 -1.3 0.275
H -3.961 1.321 3.954 0.8 -1.2 -0.4 0.412
H -3.396 -1.747 1.917 0.3 0.3 1.5 0.105
H -3.974 -2.765 3.294 0.7 1.3 -0.2 0.409
H -1.629 -1.596 4.549 -0.5 -0.8 -0.8 0.079
H -1.172 -1.759 2.798 -0.7 -0.6 1.1 -0.123
H 0.129 -3.418 2.627 -0.9 -0.1 0.9 -0.271
H 0.252 -4.108 4.318 -0.9 0.5 -0.7 0.186
H 0.224 -5.643 1.941 -0.9 0.2 1.1 0.231
H -1.541 -5.709 2.346 1.1 0.3 0.7 0.195
H -0.262 -6.314 3.556 -0.5 0.9 -0.8 0.302
C -7.927 -3.302 0.045 0.0 0.0 0.1 -0.775
C -9.422 -3.161 0.310 0.4 -0.1 0.1 -0.200
C -10.210 -2.724 -0.925 -0.2 -0.2 0.2 -0.562
C -9.835 -1.381 -1.374 0.0 0.0 -0.2 0.278
N -9.533 -0.330 -1.729 0.0 -0.1 0.2 -0.463
H -7.478 -2.347 -0.240 0.0 -0.1 -0.1 0.160
H -7.417 -3.651 0.946 0.0 0.0 -0.1 0.447
H -7.736 -4.023 -0.753 0.0 0.1 0.0 0.052
H -9.578 -2.452 1.125 -0.1 -0.1 -0.1 -0.064
H -9.808 -4.126 0.649 -0.1 0.1 0.0 0.425
H -11.278 -2.733 -0.686 0.1 0.1 -0.1 0.339
H -10.063 -3.442 -1.737 0.1 0.2 -0.1 0.302
C 2.465 1.742 -6.296 -0.1 -0.1 -0.1 -1.193
C 2.291 0.805 -5.107 0.0 0.0 -0.4 -0.650
C 2.655 1.456 -3.772 -0.3 -0.4 0.1 0.197
C 4.074 1.810 -3.693 0.0 0.2 0.1 0.220
N 5.188 2.093 -3.636 -0.2 0.0 -0.1 -0.583
H 3.508 2.046 -6.418 0.0 0.0 0.0 0.326
H 2.157 1.242 -7.215 0.1 0.1 0.1 0.442
H 1.856 2.640 -6.178 0.0 -0.1 0.1 0.295
H 2.894 -0.093 -5.266 0.0 0.0 0.1 0.290
H 1.246 0.484 -5.066 0.1 0.0 0.2 0.315
H 2.420 0.759 -2.961 0.2 0.1 0.1 0.019
H 2.041 2.347 -3.610 0.2 0.0 0.0 0.304
C 7.438 0.131 -7.748 0.0 -0.1 0.0 -1.164
C 7.092 0.219 -9.230 0.3 -0.1 0.3 -0.482
C 5.760 0.922 -9.495 0.2 0.0 -0.3 -0.202
C 4.621 0.182 -8.945 -0.1 0.1 0.1 0.279
N 3.730 -0.396 -8.504 0.2 0.0 -0.1 -0.508
H 6.704 -0.463 -7.200 0.0 0.1 0.0 0.332
H 8.413 -0.343 -7.617 -0.1 0.0 0.0 0.346
H 7.482 1.126 -7.297 0.0 -0.1 0.0 0.310
H 7.078 -0.789 -9.657 -0.1 0.1 -0.1 0.303
H 7.886 0.770 -9.742 -0.2 0.0 -0.1 0.325
H 5.623 1.028 -10.575 -0.2 0.0 0.1 0.306
H 5.781 1.933 -9.079 -0.1 -0.1 0.0 0.162
C 8.179 4.262 7.154 0.0 -0.1 0.0 -1.112
C 8.199 4.966 5.802 0.2 -0.2 0.3 -0.424
C 6.803 5.333 5.296 0.3 0.2 -0.2 -0.436
C 5.979 4.151 5.028 -0.1 0.1 0.0 0.190
N 5.332 3.223 4.826 0.6 0.4 -0.1 -0.365
H 7.650 3.307 7.101 0.0 0.1 0.0 0.316
H 9.199 4.057 7.487 -0.1 0.0 0.0 0.323
H 7.694 4.882 7.912 0.0 0.0 0.0 0.307
H 8.709 4.331 5.073 -0.1 0.1 0.0 0.307
H 8.789 5.882 5.895 -0.1 0.0 -0.1 0.307
H 6.901 5.912 4.373 -0.2 -0.1 0.0 0.284
H 6.300 5.978 6.021 -0.1 -0.1 0.0 0.275
C 2.544 5.013 -7.694 0.0 0.0 0.0 -0.930
C 3.677 6.005 -7.458 -0.2 -0.2 0.2 -0.466
C 4.185 6.651 -8.748 0.1 0.2 0.3 -0.459
C 4.796 5.674 -9.654 0.0 0.1 -0.2 0.289
N 5.268 4.906 -10.366 -0.1 0.1 0.2 -0.433
H 2.870 4.172 -8.310 0.0 0.0 0.0 0.332
H 2.195 4.611 -6.742 0.0 0.1 -0.1 0.158
H 1.697 5.495 -8.189 0.0 0.0 0.0 0.359
H 4.498 5.498 -6.942 0.0 0.1 -0.1 0.284
H 3.318 6.792 -6.790 0.1 0.0 -0.1 0.326
H 4.928 7.412 -8.495 0.0 -0.1 -0.2 0.288
H 3.366 7.167 -9.256 0.1 -0.1 -0.1 0.286
C -7.719 -1.138 5.619 0.0 -0.1 0.0 -1.376
C -7.715 -0.436 4.267 0.3 -0.2 0.3 0.136
C -9.114 -0.047 3.786 0.3 0.2 -0.2 -0.478
C -9.960 -1.215 3.531 -0.2 0.1 0.1 0.254
N -10.624 -2.131 3.331 0.1 0.1 0.0 -0.512
H -8.264 -2.085 5.577 0.0 0.1 0.0 0.366
H -6.696 -1.358 5.932 -0.1 0.0 0.0 0.344
H -8.181 -0.510 6.386 0.0 0.0 0.0 0.348
H -7.227 -1.079 3.529 0.0 0.1 0.0 0.090
H -7.109 0.471 4.348 -0.1 0.0 -0.2 0.209
H -9.021 0.530 2.860 -0.2 -0.1 0.0 0.253
H -9.594 0.607 4.519 -0.1 -0.1 0.0 0.417
C -4.556 -4.532 -1.544 0.0 0.0 -0.1 -1.077
C -5.296 -5.861 -1.462 0.1 0.3 -0.2 -0.468
C -5.107 -6.573 -0.122 -0.3 -0.1 -0.2 -0.195
C -3.716 -6.970 0.105 0.0 0.0 0.2 0.177
N -2.622 -7.276 0.284 -0.1 0.0 -0.1 -0.465
H -3.475 -4.670 -1.460 -0.1 0.0 0.0 0.431
H -4.754 -4.048 -2.502 0.0 0.0 0.1 0.336
H -4.878 -3.854 -0.749 0.0 0.0 0.0 0.163
H -4.968 -6.508 -2.281 -0.1 0.0 0.1 0.354
H -6.363 -5.675 -1.611 0.0 -0.1 0.1 0.282
H -5.737 -7.468 -0.103 0.2 0.0 0.1 0.351
H -5.448 -5.930 0.695 0.2 0.0 0.0 0.154
```
Forces are in eV/Å.

***

Entry 5:
Density functional theory data (ωB97M-V/def2-TZVPD) for a cluster of 3 separate species, C7H14O in total.

The calculation puts the HOMO energy (spin up / spin down) at -0.246 / -0.235 hartree. Its frontier orbital gap (spin up / spin down) is 0.278 / 0.267 Ha. Its energy above the lowest of the compared OMol25 structures with the same formula, charge and spin is 6.8635 eV. Its LUMO energy (spin up / spin down) is 0.9 / 0.9 eV.

XYZ file:
```
22
Properties=species:S:1:pos:R:3:forces:R:3:mulliken_charge:R:1
C -1.535 0.611 -0.850 -1.1 0.1 0.0 -0.063
C 0.273 0.084 0.662 -1.0 0.2 -1.0 0.353
C -2.727 0.165 -0.055 -0.1 0.0 -0.1 -1.267
C 0.058 -1.327 1.129 0.0 0.2 -0.1 -1.176
C 2.769 0.285 1.148 0.8 0.1 -0.2 -1.311
C 1.001 0.398 -0.416 1.1 -0.7 1.3 0.025
C 1.468 0.558 -1.616 0.2 0.5 0.0 -0.835
O -1.510 0.135 -2.162 0.2 -0.1 0.3 -0.509
H -1.673 -0.815 -2.150 0.0 0.1 0.0 0.316
H -1.379 1.686 -0.880 0.1 0.0 0.1 0.456
H 0.034 0.884 1.355 -0.1 0.0 -0.1 0.246
H -2.769 -0.926 0.034 0.0 0.0 0.0 0.320
H -2.700 0.582 0.953 0.0 0.0 0.0 0.319
H -3.669 0.479 -0.529 0.1 0.0 0.0 0.345
H -0.992 -1.486 1.382 0.0 0.0 0.0 0.355
H 0.353 -2.047 0.367 0.0 0.0 0.0 0.317
H 0.642 -1.509 2.032 0.1 0.0 0.0 0.364
H 2.550 0.225 2.210 -0.3 0.0 -0.1 0.396
H 3.197 1.237 0.853 0.0 0.0 0.0 0.411
H 3.285 -0.591 0.769 0.0 0.0 -0.1 0.339
H 2.530 0.684 -1.784 0.0 -0.1 0.0 0.290
H 0.792 0.688 -2.453 -0.1 -0.1 0.0 0.307
```
Forces are in eV/Å.